#a
The following is a DFT calculation (ωB97M-V with the def2-TZVPD basis set) of a molecular structure, C4H8N2.

Last column: natural (NBO) charge in e.
Geometry (Å):
C 0.89 -1.96 1.24  -0.62
C -0.14 -1.08 0.39  -0.48
C 0.30 0.30 0.29  0.08
C -1.01 2.70 -1.59  -0.14
H 0.42 -2.07 2.50  0.20
H 1.93 -1.52 1.04  0.22
H 0.59 -2.98 0.79  0.22
H 0.08 -1.53 -0.55  0.23
H -1.22 -1.26 0.90  0.23
H 0.88 0.77 1.14  0.21
H -1.70 2.10 -2.25  0.18
H -1.07 3.73 -1.73  0.17
N -0.14 0.73 -1.03  -0.27
N 0.19 2.08 -1.14  -0.24

LUMO level = 0.03 eV
HOMO = -9.0 eV
HOMO-LUMO gap = 9.0131 eV
Multiplicity = 1

***

#b
The following is a DFT calculation (ωB97M-V with the def2-TZVPD basis set) of a molecular structure, C4H8N2.

Last column: natural (NBO) charge in e.
Geometry (Å):
C -0.75 1.50 -0.16  -0.41
N 0.04 0.39 0.33  -0.41
C -0.71 -0.67 0.87  -0.36
C 0.89 -0.17 -0.64  -0.30
C 1.93 -1.04 -0.10  0.26
N 2.69 -1.82 0.30  -0.31
H -1.37 1.22 -1.02  0.18
H -0.07 2.31 -0.46  0.21
H -1.39 1.86 0.64  0.21
H -0.09 -1.40 1.41  0.22
H -0.91 -1.36 -0.27  0.10
H -1.55 -0.31 1.49  0.22
H 1.33 0.61 -1.29  0.25
H -0.03 -1.11 -1.10  0.14

LUMO level = 0.82 eV
HOMO = -9.8 eV
HOMO-LUMO gap = 10.6164 eV
Multiplicity = 1

***

#c
The following is a DFT calculation (ωB97M-V with the def2-TZVPD basis set) of C4H8N2 in the gas phase.

Last column: natural (NBO) charge in e.
Geometry (Å):
C 2.08 -0.57 -0.14  -0.64
C 0.70 -0.12 0.40  -0.08
C -0.03 1.13 -0.02  -0.29
C -2.58 -0.23 -0.04  -0.13
H 2.10 -1.67 -0.39  0.22
H 2.96 -0.44 0.56  0.22
H 2.48 -0.15 -1.12  0.22
H 0.44 -0.51 1.37  0.21
H 0.38 1.88 -0.75  0.21
H -0.57 1.72 0.77  0.20
H -3.41 -0.73 0.39  0.19
H -2.54 0.83 -0.44  0.17
N -0.46 -0.18 -0.55  -0.29
N -1.54 -0.96 -0.05  -0.21

LUMO level = 1.17 eV
HOMO = -9.1 eV
Structure (SMILES) = C=NN1C[C@@H]1C
HOMO-LUMO gap = 10.2559 eV
Multiplicity = 1

***

The energy of each structure relative to the most stable one, in kJ/mol, is as follows: #a 274.2; #b 0.0; #c 26.9.

***

#a
The following is a DFT calculation (ωB97M-V with the def2-TZVPD basis set) of 2 unconnected molecules or ions with the total composition C4H8N2.

Last column: natural (NBO) charge in e.
Geometry (Å):
C 1.40 0.46 -0.66  -0.57
C 0.13 0.64 -0.25  0.21
C -1.06 0.39 -1.13  -0.66
N -0.20 1.11 1.02  -0.81
C 0.20 -2.10 1.21  0.06
N -0.55 -2.59 1.94  -0.33
H 0.86 -1.59 0.53  0.25
H 2.25 0.67 -0.01  0.20
H 1.61 0.17 -1.68  0.21
H -1.58 1.33 -1.35  0.23
H -1.77 -0.28 -0.64  0.22
H -0.75 -0.07 -2.08  0.23
H -1.08 0.76 1.39  0.38
H 0.54 1.09 1.71  0.38

LUMO level = 0.92 eV
HOMO = -8.8 eV
Structure (SMILES) = C=C(C)N.C#N
HOMO-LUMO gap = 9.6750 eV
Multiplicity = 1

***

#b
The following is a DFT calculation (ωB97M-V with the def2-TZVPD basis set) of C4H8N2 in the gas phase.

Last column: natural (NBO) charge in e.
Geometry (Å):
C 1.31 -1.23 -0.21  -0.62
C 0.35 -0.21 -0.80  -0.38
C -0.27 0.75 0.23  -0.15
N -1.36 1.50 -0.38  -0.80
C -0.68 0.03 1.47  0.26
N -1.02 -0.51 2.43  -0.33
H 0.79 -1.95 0.42  0.22
H 2.08 -0.75 0.40  0.21
H 1.81 -1.78 -1.01  0.22
H 0.84 0.42 -1.54  0.22
H -0.47 -0.72 -1.33  0.20
H 0.49 1.47 0.53  0.23
H -2.12 0.86 -0.61  0.36
H -1.74 2.18 0.27  0.37

LUMO level = 0.91 eV
HOMO = -10.4 eV
Structure (SMILES) = CC[C@@H](N)C#N
HOMO-LUMO gap = 11.2796 eV
Multiplicity = 1

***

#c
The following is a DFT calculation (ωB97M-V with the def2-TZVPD basis set) of C4H8N2 in the gas phase.

Last column: natural (NBO) charge in e.
Geometry (Å):
C 1.44 0.61 1.01  -0.39
C -0.01 -1.07 -0.35  -0.24
C -1.28 -0.69 -1.06  -0.27
C -0.73 1.08 0.03  0.27
H 1.46 0.21 1.98  0.17
H 2.44 0.20 0.65  0.19
H 1.46 1.70 1.18  0.21
H -0.36 -1.63 0.58  0.17
H 0.76 -1.61 -0.93  0.22
H -1.30 -0.57 -2.15  0.20
H -2.06 -1.33 -0.84  0.20
H -0.58 2.14 0.41  0.18
N 0.38 0.27 0.14  -0.45
N -1.64 0.70 -0.67  -0.46

LUMO level = 0.95 eV
HOMO = -8.2 eV
Structure (SMILES) = CN1C=NCC1
HOMO-LUMO gap = 9.1715 eV
Multiplicity = 1

***

The energy of each structure relative to the most stable one, in kJ/mol, is as follows: #a 76.9; #b 0.0; #c 107.8.

***

#a
The following is a DFT calculation (ωB97M-V with the def2-TZVPD basis set) of C4H8N2 in the gas phase.

Last column: natural (NBO) charge in e.
Geometry (Å):
C 0.52 0.35 1.23  0.12
C -3.04 0.11 -0.36  -0.42
C 2.07 -0.54 -0.62  -0.59
C 1.87 0.30 0.65  -0.48
N -1.76 0.66 0.42  -0.31
N -0.58 0.36 0.65  -0.02
H -3.74 0.11 0.44  0.21
H -2.86 -0.99 -0.61  0.21
H -3.41 0.89 -1.10  0.23
H 3.06 -0.78 -0.88  0.21
H 1.55 0.00 -1.31  0.20
H 1.57 -1.60 -0.51  0.20
H 2.22 1.31 0.53  0.23
H 2.53 -0.18 1.46  0.21

LUMO level = 0.64 eV
HOMO = -7.8 eV
HOMO-LUMO gap = 8.4844 eV
Multiplicity = 1

***

#b
The following is a DFT calculation (ωB97M-V with the def2-TZVPD basis set) of C4H8N2 in the gas phase.

Last column: natural (NBO) charge in e.
Geometry (Å):
C -1.34 -1.30 0.53  -0.26
N -1.75 -0.50 -0.62  -0.57
C -0.39 -1.09 -0.58  -0.14
C 0.81 -0.25 -0.45  -0.10
C 1.31 1.90 0.13  -0.30
N 0.99 0.66 0.53  -0.49
H -1.84 -2.26 0.63  0.20
H -1.15 -0.79 1.48  0.18
H -1.69 0.49 -0.39  0.35
H -0.27 -1.88 -1.31  0.21
H 1.48 -0.13 -1.29  0.19
H 0.85 2.24 -0.79  0.18
H 2.08 2.48 0.62  0.18
H 0.91 0.42 1.52  0.39

LUMO level (alpha / beta) = 0.65 / 0.74 eV
HOMO (alpha / beta) = -7.2 / -7.1 eV
HOMO-LUMO gap (alpha / beta) = 7.8102 / 7.8226 eV
Multiplicity = 1

***

The energy of each structure relative to the most stable one, in kJ/mol, is as follows: #a 81.0; #b 0.0.

***

#a
The following is a DFT calculation (ωB97M-V with the def2-TZVPD basis set) of 2 unconnected molecules or ions with the total composition C5H14.

Last column: natural (NBO) charge in e.
Geometry (Å):
C 1.86 1.81 0.09  -0.62
C 1.13 2.81 -0.82  -0.62
H 1.06 1.07 0.27  0.21
H 2.73 1.36 -0.37  0.21
H 2.06 2.26 1.06  0.21
H 0.07 2.59 -0.88  0.20
H 1.59 2.87 -1.81  0.21
H 1.25 3.86 -0.58  0.20
C -1.54 -1.37 0.06  -0.41
C -1.15 -2.74 -0.46  -0.62
C -0.64 -0.84 1.19  -0.62
H -1.56 -0.69 -0.83  0.19
H -2.59 -1.24 0.32  0.20
H -1.32 -2.92 -1.56  0.22
H -1.46 -3.56 0.18  0.21
H -0.86 0.21 1.32  0.22
H -0.93 -1.37 2.13  0.20
H -0.04 -2.84 -0.37  0.20
H 0.34 -1.26 1.08  0.21

LUMO level = 1.12 eV
HOMO = -10.9 eV
Structure (SMILES) = CCC.CC
HOMO-LUMO gap = 12.0104 eV
Multiplicity = 1

***

#b
The following is a DFT calculation (ωB97M-V with the def2-TZVPD basis set) of 2 unconnected molecules or ions with the total composition C5H14.

Last column: natural (NBO) charge in e.
Geometry (Å):
C -0.90 -0.74 1.26  -0.38
C 0.46 -0.23 1.95  -0.61
C -0.74 -2.15 0.64  -0.62
H -1.59 -0.92 2.05  0.19
H -1.33 0.13 0.47  0.19
H 0.58 -0.79 2.97  0.20
H -0.09 -2.85 1.14  0.21
H -1.74 -2.58 0.56  0.21
H 0.49 0.79 2.26  0.21
H 1.27 -0.51 1.33  0.20
H -0.31 -1.96 -0.31  0.20
C -0.21 1.42 -1.99  -0.57
C 1.30 1.63 -1.76  -0.61
H -0.47 0.94 -2.81  0.20
H -0.66 0.91 -0.97  0.18
H -0.61 2.44 -1.97  0.20
H 1.57 0.63 -1.42  0.20
H 1.75 1.79 -2.78  0.20
H 1.66 2.42 -1.11  0.21

LUMO level = 1.17 eV
HOMO = -10.9 eV
Structure (SMILES) = CCC.CC
HOMO-LUMO gap = 12.0533 eV
Multiplicity = 1

***

The energy of each structure relative to the most stable one, in kJ/mol, is as follows: #a 0.0; #b 80.2.

***

#a
The following is a DFT calculation (ωB97M-V with the def2-TZVPD basis set) of 2 unconnected molecules or ions with the total composition C5H14.

Last column: natural (NBO) charge in e.
Geometry (Å):
C 1.08 -0.61 1.39  -0.63
C 2.46 -0.88 2.01  -0.62
H 1.15 0.50 1.02  0.21
H 0.95 -1.29 0.53  0.21
H 0.32 -0.78 2.27  0.21
H 2.30 -1.25 3.04  0.20
H 2.97 0.11 2.15  0.21
H 3.00 -1.71 1.49  0.21
C -1.38 1.08 -1.31  -0.40
C -0.30 0.50 -2.19  -0.58
C -2.32 0.21 -0.44  -0.60
H -0.79 1.54 -0.46  0.19
H -1.92 1.75 -1.88  0.19
H 0.54 1.20 -2.51  0.21
H -3.19 0.68 -0.17  0.21
H -2.53 -0.74 -0.93  0.20
H -0.60 0.11 -3.06  0.19
H 0.08 -0.36 -1.46  0.19
H -1.81 -0.08 0.53  0.20

LUMO level = 1.10 eV
HOMO = -10.7 eV
Structure (SMILES) = CCC.CC
HOMO-LUMO gap = 11.8054 eV
Multiplicity = 1

***

#b
The following is a DFT calculation (ωB97M-V with the def2-TZVPD basis set) of 2 unconnected molecules or ions with the total composition C5H14.

Last column: natural (NBO) charge in e.
Geometry (Å):
C 1.57 -1.74 -0.92  -0.40
C 1.27 -2.23 0.48  -0.62
C 0.98 -0.41 -1.40  -0.60
H 2.66 -1.71 -1.07  0.19
H 1.31 -2.46 -1.71  0.20
H 0.32 -2.76 0.49  0.20
H -0.08 -0.44 -1.65  0.20
H 1.15 -1.44 1.22  0.20
H 2.02 -2.87 0.95  0.21
H 1.07 0.29 -0.56  0.20
H 1.52 -0.09 -2.28  0.21
C -2.09 1.42 1.13  -0.61
C -1.55 2.76 0.62  -0.61
H -1.37 0.62 1.28  0.21
H -2.60 1.48 2.10  0.20
H -2.83 1.17 0.37  0.20
H -2.30 3.55 0.54  0.20
H -1.16 2.69 -0.39  0.20
H -0.79 3.17 1.28  0.20

LUMO level = 1.11 eV
HOMO = -11.1 eV
Structure (SMILES) = CCC.CC
HOMO-LUMO gap = 12.1694 eV
Multiplicity = 1

***

The energy of each structure relative to the most stable one, in kJ/mol, is as follows: #a 130.4; #b 0.0.